{"formula": "C3H3N4", "method": "ωB97M-V/def2-TZVPD", "charge": 1, "e_lumo_ev": [-7.31, -7.30], "relative_energy_kj_mol": 155.9, "fmax_ev_per_a": 4.03, "total_energy_ev": -9108.9385, "species": ["N", "C", "C", "C", "N", "N", "N", "H", "H", "H"], "positions_angstrom": [[2.957966, -0.692277, 0.020786], [1.818037, -0.552801, -0.093106], [0.451600, -0.825898, 0.023649], [-0.523841, 0.119511, 0.101129], [-0.338731, 1.435810, -0.076682], [-1.714204, -0.466523, 0.178077], [-2.547838, -1.125057, -0.120683], [0.328421, -1.812222, 0.237066], [0.668849, 1.780772, 0.012112], [-1.100263, 2.138689, -0.282344]], "forces_ev_per_angstrom": [[-0.16, 0.56, -0.30], [1.17, -0.22, 0.16], [0.10, 2.35, 0.15], [3.90, 0.73, -0.68], [0.22, 2.33, 0.20], [-3.12, -1.60, -1.22], [-0.21, 0.49, 0.93], [-1.09, -2.72, 0.51], [-2.22, -0.54, -0.16], [1.41, -1.38, 0.40]], "lowdin_charge": [0.2498, -0.1667, 0.0366, -0.3583, 0.1681, 0.1571, 0.4577, 0.1131, 0.1735, 0.1690]}

***

{"formula": "C3H3N4O2", "method": "ωB97M-V/def2-TZVPD", "charge": -1, "e_lumo_ev": [3.41, 3.25], "relative_energy_kj_mol": 1049.6, "fmax_ev_per_a": 3.20, "total_energy_ev": -13205.5759, "species": ["C", "C", "C", "N", "N", "N", "N", "O", "O", "H", "H", "H"], "positions_angstrom": [[1.925497, -0.865176, 1.625654], [2.053886, -1.828679, 0.716859], [-0.408021, -0.243743, -0.745381], [1.349559, -1.784655, -0.535336], [-1.066243, 0.612053, -1.444589], [0.554069, -0.904079, -0.794244], [-1.886051, 1.452056, -0.945728], [-1.684059, 1.579058, 0.489831], [-2.928126, 2.008913, -1.379209], [1.030439, -0.201863, 1.431240], [2.977883, -2.350561, 0.732789], [-1.918833, 2.526676, 0.848114]], "forces_ev_per_angstrom": [[-0.89, 1.02, 1.66], [-0.34, 1.92, -0.61], [-2.50, 1.61, 0.33], [1.48, -1.86, -0.63], [-1.88, 1.00, -1.61], [2.44, -1.97, 0.64], [-0.21, 1.21, 2.29], [-0.25, 1.81, 1.00], [0.97, -0.55, -0.57], [0.59, -0.33, 0.03], [0.27, -1.33, -0.69], [0.33, -2.51, -1.85]], "lowdin_charge": [-0.1421, -0.3861, -0.1425, 0.0105, 0.1054, -0.0184, -0.3810, -0.0424, -0.0873, -0.0708, 0.0063, 0.1483]}

***

{"formula": "C3H3N5", "method": "ωB97M-V/def2-TZVPD", "charge": 0, "e_lumo_ev": -1.06, "relative_energy_kj_mol": 204.8, "fmax_ev_per_a": 1.92, "total_energy_ev": -10606.7447, "species": ["N", "C", "N", "C", "N", "N", "C", "N", "H", "H", "H"], "positions_angstrom": [[-1.339680, 0.345528, 1.738701], [-0.793639, 0.456984, 0.635995], [-1.201409, -0.251919, -0.540286], [-0.260010, -0.958942, -1.042087], [0.949412, -1.320272, -0.408179], [1.674218, -0.435208, 0.034065], [1.303075, 0.919561, -0.020504], [0.173064, 1.410078, 0.289237], [-2.160094, -0.286467, 1.704580], [-0.434530, -1.471539, -2.011242], [2.089592, 1.592198, -0.380280]], "forces_ev_per_angstrom": [[-1.04, -0.02, 1.45], [-0.92, -0.49, -1.33], [1.17, -0.10, -0.49], [-1.76, -0.40, -0.64], [-0.50, -0.50, -0.79], [1.37, 0.50, 1.04], [-0.22, 1.11, -0.64], [0.92, -0.16, 0.37], [0.86, 0.24, -0.03], [0.18, 0.14, 0.77], [-0.06, -0.32, 0.31]], "lowdin_charge": [0.1684, -0.5643, 0.1524, -0.1890, 0.0663, 0.0570, -0.1784, 0.1661, 0.0773, 0.1232, 0.1210]}

***

{"formula": "C3H3N5", "method": "ωB97M-V/def2-TZVPD", "charge": 0, "e_lumo_ev": 0.12, "relative_energy_kj_mol": 231.4, "fmax_ev_per_a": 8.30, "total_energy_ev": -10606.4692, "species": ["N", "C", "C", "N", "N", "C", "N", "N", "H", "H", "H"], "positions_angstrom": [[2.658846, 1.620754, -0.036299], [1.559380, 1.432813, 0.490043], [0.075987, 1.182052, 0.678104], [-0.374162, -0.029827, 0.102220], [0.391637, -1.183155, 0.100287], [-0.352279, -1.976086, -0.647236], [-1.558680, -1.340915, -1.122485], [-1.523357, -0.096628, -0.738566], [-0.318528, 1.247632, 1.875621], [-0.425533, 2.071171, 0.108569], [-0.133310, -2.927812, -0.810258]], "forces_ev_per_angstrom": [[-7.22, -1.19, 3.92], [5.75, 0.67, -3.83], [-0.79, 2.92, 2.44], [-0.28, -1.79, -2.14], [-2.69, 1.37, -0.71], [-2.48, 5.49, 0.84], [2.17, 0.59, 0.62], [2.58, -2.39, 1.87], [1.48, -0.07, -3.30], [0.68, -1.71, 1.14], [0.81, -3.89, -0.85]], "lowdin_charge": [0.1275, -0.1670, -0.1907, -0.2233, 0.1332, -0.1434, 0.0120, 0.0702, 0.1820, 0.1491, 0.0505]}

***

{"formula": "C3H3N5", "method": "ωB97M-V/def2-TZVPD", "charge": 0, "e_lumo_ev": -0.04, "relative_energy_kj_mol": 235.3, "fmax_ev_per_a": 11.53, "total_energy_ev": -10606.4284, "species": ["C", "C", "C", "H", "H", "H", "N", "N", "N", "N", "N"], "positions_angstrom": [[-0.459148, 0.727209, -0.108996], [0.345693, -0.462225, -0.019859], [1.640769, -0.624571, 0.153141], [-0.468450, 2.824992, 0.523615], [1.054002, 1.913497, 0.237666], [-2.577424, -1.337236, 0.557352], [-0.006494, 2.068576, 0.007683], [-1.680568, 0.428251, -0.109919], [-1.624898, -0.862145, -0.043201], [-0.485436, -1.555337, 0.038671], [2.772822, -0.257022, -0.102427]], "forces_ev_per_angstrom": [[4.00, 3.64, 1.20], [-5.16, -1.29, 0.06], [10.87, 3.00, -2.44], [0.02, -1.19, -0.21], [-2.64, 1.43, -0.46], [3.76, 1.51, -3.07], [3.72, -2.05, -0.27], [-1.93, -0.34, 0.20], [-6.81, -6.61, 2.75], [-0.77, 4.25, 0.17], [-5.04, -2.35, 2.06]], "lowdin_charge": [-0.3786, -0.3036, -0.1749, 0.0960, 0.1219, 0.2689, 0.0985, 0.0999, -0.1510, 0.1509, 0.1721]}

***

{"formula": "C3H3NO", "method": "ωB97M-V/def2-TZVPD", "charge": 0, "e_lumo_ev": 0.81, "relative_energy_kj_mol": 250.1, "fmax_ev_per_a": 7.55, "total_energy_ev": -6693.8999, "species": ["N", "C", "C", "C", "O", "H", "H", "H"], "positions_angstrom": [[0.408817, 2.775988, -0.223531], [0.377018, 1.676563, 0.063146], [0.289810, 0.214224, 0.400408], [-0.327493, -0.876745, -0.346019], [-0.911122, -0.509640, 0.744550], [1.028082, -0.384063, 0.975948], [0.055961, -2.048514, -0.329041], [-0.921073, -0.847813, -1.285461]], "forces_ev_per_angstrom": [[0.15, 1.29, -0.28], [-0.66, -3.59, 0.79], [1.31, -1.20, 0.54], [0.74, -5.30, -5.33], [-2.59, 2.73, 3.81], [0.55, 2.18, -0.07], [-0.02, 2.99, 0.10], [0.51, 0.91, 0.44]], "lowdin_charge": [0.1556, -0.1206, -0.1982, -0.2694, -0.0064, 0.1521, 0.1646, 0.1222]}

***

{"formula": "C3H3NO", "method": "ωB97M-V/def2-TZVPD", "charge": 0, "e_lumo_ev": 0.21, "relative_energy_kj_mol": 325.4, "fmax_ev_per_a": 6.80, "total_energy_ev": -6693.1199, "species": ["C", "C", "C", "N", "O", "H", "H", "H"], "positions_angstrom": [[2.003653, -0.429134, -0.179770], [0.793089, -0.601809, 0.236790], [-0.749058, -0.472821, 0.176898], [-0.965826, 0.806897, -0.078126], [-1.764986, -1.258338, -0.071875], [3.086967, -0.499537, -0.165152], [-0.366166, 1.587509, 0.549374], [-2.037672, 0.867234, -0.468142]], "forces_ev_per_angstrom": [[-5.94, -1.32, 3.04], [4.44, 0.06, -2.20], [-2.30, -2.86, -2.51], [-1.58, 4.17, 1.23], [5.15, 1.81, 1.66], [-0.65, 0.15, -0.29], [-2.54, -2.64, -2.69], [3.42, 0.63, 1.77]], "lowdin_charge": [0.1156, -0.0163, -0.5406, 0.0593, -0.0465, 0.0284, 0.2044, 0.1958]}

***

{"formula": "C3H3NO", "method": "ωB97M-V/def2-TZVPD", "charge": 0, "e_lumo_ev": 0.62, "relative_energy_kj_mol": 145.6, "fmax_ev_per_a": 1.57, "total_energy_ev": -6694.9832, "species": ["O", "C", "C", "C", "N", "H", "H", "H"], "positions_angstrom": [[1.360556, -1.346894, 0.830236], [0.503279, -0.933913, 0.095177], [-0.316262, 0.309043, 0.435283], [-0.157745, 1.430166, -1.697417], [-0.725635, 0.984301, -0.762118], [0.254832, -1.435437, -0.862430], [0.311248, 0.981868, 1.026055], [-1.193182, 0.027196, 1.011370]], "forces_ev_per_angstrom": [[-0.40, 0.18, -0.33], [0.22, -0.21, 0.38], [-0.07, -0.13, 0.42], [-0.94, 0.06, -0.02], [1.36, 0.27, -0.75], [0.03, 0.11, 0.08], [-0.18, -0.16, 0.05], [-0.02, -0.11, 0.17]], "lowdin_charge": [0.0684, -0.2467, -0.1867, 0.0529, -0.0669, 0.1279, 0.1310, 0.1201]}